No. 1
Formula: C5H12N2O2S
Source: the Open Molecules 2025 dataset
Level of theory: the ωB97M-V functional and the def2-TZVPD basis

Atoms and positions in Å:
C1 -0.0101 1.2636 -1.0796
C2 1.2183 1.4576 -0.1163
C3 1.1690 -1.1505 1.0879
C4 -0.5966 -1.1396 -0.5357
C5 -1.8892 0.7026 0.3843
N1 -0.9660 0.2420 -0.5924
N2 -1.5455 -1.9887 -0.1552
O1 2.1645 -0.5090 -1.3107
O2 3.3714 0.2811 0.8111
S1 2.1404 -0.0254 0.1165
H1 -0.4739 2.2189 -1.3029
H2 0.4387 0.7504 -2.0758
H3 1.8308 1.9789 -0.7366
H4 0.9410 2.0452 0.8190
H5 0.6530 -0.7705 1.9653
H6 1.8481 -1.9470 1.3767
H7 0.0610 -1.4705 -1.3248
H8 -2.8225 1.2157 -0.0345
H9 -2.2652 -0.1073 1.0877
H10 -1.4910 1.4476 1.1698
H11 -1.4050 -2.9804 0.1105
H12 -2.3712 -1.5146 0.3358

Calculated values
HOMO energy = -7.58 eV


No. 2
Formula: C5H12N2O2S
Source: the Open Molecules 2025 dataset
Level of theory: the ωB97M-V functional and the def2-TZVPD basis

Atoms and positions in Å:
H1 -2.3248 0.1549 -1.4905
N1 -2.2101 0.4322 -0.4787
C1 -1.3410 -0.2410 0.0633
C2 -0.9196 -1.6601 -0.3413
N2 -0.7550 -2.5335 0.7961
C3 0.4552 -1.4403 -1.0787
S1 1.5548 -0.3077 -0.1799
O1 1.3095 -0.4018 1.2520
O2 2.8561 -0.6787 -0.7025
C4 1.3861 1.4440 -0.8051
C5 1.3864 2.4871 0.2477
H2 -0.8798 0.1317 1.0182
H3 -1.6104 -2.1325 -1.0718
H4 -1.5318 -2.7894 1.2871
H5 -0.1185 -2.2474 1.5014
H6 0.9711 -2.3131 -0.8626
H7 0.3222 -1.0138 -1.9940
H8 2.3704 1.4918 -1.4336
H9 0.4649 1.5509 -1.4354
H10 1.1062 3.3777 -0.1450
H11 2.4556 2.7480 0.6394
H12 0.9101 2.2994 1.1816

Calculated values
structure (SMILES) = [H]/N=C\[C@H](N)CS(=O)(=O)CC
HOMO energy = -9.27 eV


No. 3
Formula: C5H12N2OS
Source: the Open Molecules 2025 dataset
Level of theory: the ωB97M-V functional and the def2-TZVPD basis

Atoms and positions in Å:
C1 0.3574 -2.3361 -0.8160
C2 1.7470 0.8678 0.0987
C3 3.0175 1.6238 -0.1797
C4 -1.7953 0.3848 -1.0729
C5 -2.3134 -0.1476 1.3818
N1 1.8054 -0.3460 0.1822
N2 -1.4699 0.4592 0.2787
O1 0.3680 -1.7845 1.6697
S1 0.3395 -1.1844 0.3619
H1 -0.4969 -3.0827 -0.6332
H2 0.2327 -1.8414 -1.7866
H3 0.8908 1.6117 0.0290
H4 3.9883 1.1088 -0.0555
H5 3.0967 1.8756 -1.2058
H6 3.0735 2.4584 0.6298
H7 -1.8730 -0.5834 -1.5035
H8 -2.6352 1.0353 -1.0903
H9 -0.8876 0.8401 -1.4510
H10 -1.7559 -0.5376 2.3462
H11 -2.9044 0.6291 1.8913
H12 -2.7854 -1.0510 0.9253

Calculated values
HOMO energy (spin up / spin down) = -8.05 / -8.28 eV


No. 4
Formula: C5H12N2S
Source: the Open Molecules 2025 dataset
Level of theory: the ωB97M-V functional and the def2-TZVPD basis

Atoms and positions in Å:
C1 -1.9447 -0.3975 1.0705
C2 -0.7407 -0.1076 0.1752
C3 -0.7973 -1.0883 -0.9431
C4 0.5571 -0.8693 0.5340
C5 1.8410 -0.2004 -0.2270
H1 -1.7589 -0.3206 2.3241
H2 -2.7665 0.2198 0.5612
H3 -2.2865 -1.4706 1.0105
H4 -2.1753 2.8097 0.3795
H5 -0.6335 -0.4940 -1.9695
H6 -1.9146 -1.3857 -1.0967
H7 0.6177 -2.8500 -0.8479
H8 0.9180 -1.1585 1.5362
H9 1.3701 0.2426 -1.1707
H10 2.5376 -0.9225 -0.6374
H11 3.3238 1.4175 -0.3354
H12 1.6630 1.3242 0.9227
N1 0.0493 -2.0506 -0.3194
N2 2.6102 0.6884 0.6710
S1 -0.6877 1.7564 -0.4247

Calculated values
HOMO energy = -8.70 eV


No. 5
Formula: C5H12N3
Source: the Open Molecules 2025 dataset
Level of theory: the ωB97M-V functional and the def2-TZVPD basis

Atoms and positions in Å:
C1 -1.0523 -0.9710 -1.5435
C2 -0.4883 -0.2119 -0.6348
C3 1.4571 -1.2634 1.1479
C4 0.4217 1.9202 -0.5977
C5 1.2757 0.2482 0.9797
N1 -3.2677 -0.5375 0.5294
N2 -2.3642 -0.1543 1.1558
N3 0.6892 0.4053 -0.3924
H1 -0.6175 -1.1105 -2.5019
H2 -2.0439 -1.1506 -1.5791
H3 0.5531 -1.7127 1.2312
H4 2.1014 -1.6986 0.2286
H5 2.0665 -1.4504 2.0315
H6 -0.2521 2.3766 0.1487
H7 1.4573 2.3892 -0.7105
H8 -0.0292 2.1397 -1.4740
H9 2.1486 1.0274 1.0347
H10 0.5733 0.5324 1.8419
H11 -4.1081 -0.9735 0.1060
H12 1.4793 0.1952 -1.0015

Calculated values
charge = +1
HOMO energy (spin up / spin down) = -12.32 / -11.19 eV


No. 6
Formula: C5H12N3
Source: the Open Molecules 2025 dataset
Level of theory: the ωB97M-V functional and the def2-TZVPD basis

Atoms and positions in Å:
H1 -2.6217 1.3906 -0.3256
N1 -1.7416 0.8349 -0.2328
C1 -0.7482 1.1527 0.4947
C2 0.4477 0.2367 0.3858
C3 1.6777 1.1377 0.3807
C4 0.5787 -0.8085 1.6113
N2 0.1272 -0.5056 -0.9601
C5 -1.0618 -1.0013 -0.9983
N3 -1.6353 -1.1576 -2.2215
H2 -0.6092 1.9931 1.2634
H3 2.5316 0.4344 0.4970
H4 1.7459 1.7728 1.1866
H5 1.6352 1.9463 -0.4956
H6 1.1719 -1.6115 1.2657
H7 1.2143 -0.3887 2.4657
H8 -0.3721 -1.0512 2.0790
H9 0.4640 -0.0098 -1.8442
H10 -1.4758 -1.5511 -0.0626
H11 -2.6295 -1.3468 -2.3173
H12 -1.0404 -0.8573 -3.0538

Calculated values
charge = +1
structure (SMILES) = [H]/N=C/C(C)(C)NC=[NH2+]
HOMO energy = -14.27 eV


No. 7
Formula: C5H12N3O
Source: the Open Molecules 2025 dataset
Level of theory: the ωB97M-V functional and the def2-TZVPD basis

Atoms and positions in Å:
C1 -1.0401 0.6736 1.5881
C2 0.1166 0.0454 0.0806
C3 -2.0830 -1.3797 0.2586
C4 1.3466 1.7639 1.5397
C5 0.9745 -0.8989 -2.0464
N1 -1.1083 -0.3260 0.5889
N2 0.1533 1.1427 0.9811
N3 0.2536 0.2215 -1.4170
O1 -1.6766 1.0038 2.4901
H1 1.4672 -0.9128 0.4377
H2 -1.4937 -2.3105 0.1147
H3 -2.7045 -1.4325 1.2598
H4 -2.7104 -0.9921 -0.5926
H5 2.0825 1.0882 1.9509
H6 1.8463 2.4147 0.6594
H7 1.2438 2.4841 2.3598
H8 1.6283 -1.4307 -1.3594
H9 0.3183 -1.7097 -2.3348
H10 1.4058 -0.7219 -3.0580
H11 -0.6812 0.1941 -1.8579
H12 0.6610 1.0827 -1.6432

Calculated values
charge = +1
HOMO energy = -13.75 eV


No. 8
Formula: C5H12N3O2
Source: the Open Molecules 2025 dataset
Level of theory: the ωB97M-V functional and the def2-TZVPD basis

Atoms and positions in Å:
C1 3.0015 0.0343 -0.0939
O1 1.5933 -0.2295 -0.3425
C2 0.6508 -0.0044 0.5803
N1 -0.2496 1.3903 0.1931
N2 -1.5554 0.8614 0.0375
C3 -2.4235 1.6600 -0.8293
C4 -1.5824 -0.5611 0.1512
O2 -2.5142 -1.2648 -0.0168
N3 -0.3379 -0.9809 0.6127
C5 -0.0258 -2.4058 0.3866
H1 3.1563 0.3277 0.9452
H2 3.3501 0.7631 -0.7902
H3 3.4514 -0.9159 -0.3375
H4 1.1704 0.3408 1.4589
H5 -0.1064 2.1002 0.8291
H6 0.0765 1.7532 -0.7822
H7 -2.6096 2.6992 -0.4266
H8 -1.8130 1.7755 -1.7050
H9 -3.2521 1.0819 -1.0076
H10 -0.3276 -2.7168 -0.5519
H11 1.0362 -2.8313 0.6827
H12 -0.6890 -2.8771 1.0062

Calculated values
charge = +1
structure (SMILES) = CO[C@H]1[NH2+]N(C)C(=O)N1C
HOMO energy = -14.18 eV


ΔE to the lowest compared entry with this formula, charge and spin (eV)
3.498, 2.129, 5.740, 7.549, 7.934, 2.230, 5.261, 2.104